# CH7N2O

A cluster of 2 separate species, CH7N2O in total at a distorted geometry (ωB97M-V/def2-TZVPD, the Open Molecules 2025 dataset).

Each atom is followed by the atoms it is bonded to, with distances in Å.
Geometry (Å):
1 N 1.11 -0.35 2.00  H2 1.014, H3 1.045, H4 1.024, H5 1.023
2 H 1.54 -0.70 1.15  N1 1.014
3 H 1.78 0.41 2.25  N1 1.045
4 H 0.12 -0.27 1.73  N1 1.024
5 H 1.28 -0.97 2.79  N1 1.023
6 C -0.98 -0.07 -1.14  N7 1.317, O8 1.245, H9 1.168
7 N -0.93 0.70 -2.21  C6 1.317, H10 1.015, H11 1.024
8 O -0.30 0.18 -0.13  C6 1.245
9 H -1.75 -0.95 -1.20  C6 1.168
10 H -1.20 0.35 -3.12  N7 1.015
11 H -0.66 1.68 -2.12  N7 1.024

Output
- total charge = +2
- spin multiplicity = 2
- frontier orbital gap (spin up / spin down) (eV) = 13.07 / 7.53
- lowest unoccupied orbital energy (spin up / spin down) (eV) = -9.43 / -14.62

Electronic structure analysis, Mulliken charges in units of e: -0.47 0.39 0.40 0.37 0.40 0.36 -0.21 -0.19 0.36 0.30 0.30

***

# CH7N2Si

The ion CH7N2Si with charge +1 at a distorted geometry (ωB97M-V/def2-TZVPD, the Open Molecules 2025 dataset).

Each atom is followed by the atoms it is bonded to, with distances in Å.
Geometry (Å):
1 N 1.03 -1.15 0.34  C2 1.312, H5 1.092, H6 1.007
2 C 0.41 0.00 0.19  N1 1.312, N3 1.367, Si4 2.113
3 N 1.09 1.05 -0.38  C2 1.367, H7 0.960, H8 1.002
4 Si -1.69 0.09 0.03  C2 2.113, H9 1.599, H10 1.568, H11 1.405
5 H 2.11 -1.04 0.23  N1 1.092
6 H 0.61 -1.98 0.72  N1 1.007
7 H 2.04 1.01 -0.49  N3 0.960
8 H 0.48 1.81 -0.60  N3 1.002
9 H -2.41 -0.51 1.33  Si4 1.599
10 H -1.63 1.58 -0.46  Si4 1.568
11 H -2.06 -0.87 -0.92  Si4 1.405

Output
- total charge = +1
- frontier orbital gap (eV) = 11.85
- lowest unoccupied orbital energy (eV) = -4.06

Electronic structure analysis, Mulliken charges in units of e: -0.36 0.53 -0.37 0.36 0.25 0.26 0.18 0.20 0.03 -0.06 -0.02

***

# CH7N3

A cluster of 2 separate species, CH7N3 in total at a distorted geometry (ωB97M-V/def2-TZVPD, the Open Molecules 2025 dataset).

Each atom is followed by the atoms it is bonded to, with distances in Å.
Geometry (Å):
1 H -1.82 1.62 -2.52  N2 1.010
2 N -1.05 0.98 -2.62  H1 1.010, C3 1.273
3 C -0.29 1.09 -1.61  N2 1.273, N4 1.402, H5 1.094
4 N 0.99 0.52 -1.58  C3 1.402, H6 1.013, H7 1.024
5 H -0.72 1.46 -0.67  C3 1.094
6 H 1.10 0.03 -0.69  N4 1.013
7 H 0.84 -0.29 -2.19  N4 1.024
8 N -0.02 -1.41 2.83  H9 1.011, H10 1.022, H11 1.012
9 H -0.08 -1.17 3.81  N8 1.011
10 H 0.44 -0.65 2.33  N8 1.022
11 H 0.61 -2.19 2.90  N8 1.012

Output
- total charge = 0
- frontier orbital gap (eV) = 10.65
- lowest unoccupied orbital energy (eV) = 0.68

Electronic structure analysis, Mulliken charges in units of e: 0.25 -0.59 0.10 -0.58 0.27 0.26 0.29 -0.65 0.22 0.20 0.22

***

Relative energy (zero: lowest compared OMol25 entry of this formula, charge and spin) in kcal/mol, matching the order above: 12.92 27.93 15.22
Calculated total energy in Eh, matching the order above: -226.27563 -441.01269 -206.54025